Entry 1:
C45H61NO16 | ωB97M-V/def2-TZVPD

The electronic energy comes out at -3008.95082 Ha. As for the frontier orbital gap: 6.88 eV. As for the energy above the lowest of the compared OMol25 structures with the same formula, charge and spin: 173.19 kJ/mol. The calculation puts the molar mass at 872.0 u.

Positions of all 123 atoms, in Å:
O -1.1374 -0.9662 -1.3641
O -4.0424 0.5642 2.9081
O 4.2041 -2.4080 -2.1900
O 8.7935 -4.3375 0.1201
O 0.7922 3.0356 1.8712
O 1.0104 0.1668 2.3520
O -1.7239 -5.0571 -2.3798
O -0.1881 -0.2335 -4.0763
O -4.8675 -0.9504 -0.7687
O -0.1981 -2.4014 2.1812
O -6.0224 -0.0623 -4.3715
O 1.1781 2.5358 -0.8644
O 3.6068 -0.1785 2.0469
O 3.8508 -0.6352 -7.7907
O -2.9633 3.1343 -1.1384
O -9.1457 0.5832 4.9760
N 0.7136 -0.1159 -0.0973
C 6.3081 -3.3059 -2.3567
C -0.7842 -0.3055 -0.4070
C -0.5291 4.9444 1.6424
C 6.6030 -3.1306 0.5772
C -3.6475 2.4181 -1.9412
C 7.4765 -3.8981 -1.6960
C -4.4236 -2.5567 -2.5171
C -2.0420 -2.1626 3.5847
C -1.7235 0.5297 0.3323
C 5.2671 -2.8613 -0.1660
C 1.7583 0.3073 -7.1026
C 5.5046 0.9551 1.4465
C 5.1929 -2.8216 -1.5576
C -0.7296 -2.7723 3.4355
C -0.6455 -4.3552 3.5462
C -3.7903 0.7794 -3.8837
C -7.7967 0.1276 3.1044
C 2.1058 3.2238 -1.6441
C -5.4941 0.7654 4.7278
C -5.9208 1.7330 -2.7563
C -3.3870 -2.4927 -0.1819
C 2.8955 -0.5573 -6.9734
C -0.3039 3.7748 2.6213
C -5.3709 0.8039 -3.7401
C -6.9587 0.9913 5.2274
C 3.4539 3.6555 -0.7210
C -2.5545 -4.2450 -1.9434
C 2.9307 -1.4549 -5.7422
C 1.8773 -1.2341 -4.6950
C -6.4898 0.0417 2.3882
C -3.4676 -3.6494 -2.8612
C -2.3843 -3.6569 -0.6096
C -5.1784 0.4639 3.2860
C 1.5996 -1.0817 -0.6762
C 4.2420 1.0447 2.4240
C 4.6149 1.2718 3.8400
C -4.3126 -1.9413 -1.1416
C 2.5148 2.3186 -2.7865
C -3.0365 1.8160 -3.0179
C 7.7439 -3.9043 -0.2554
C -8.0636 0.5907 4.4853
C 0.7051 -0.3370 -4.8754
C 0.7849 0.5611 -6.0356
C 0.2913 4.0985 4.0090
C -5.0996 2.3131 -1.7775
H -6.9964 0.9912 6.3116
H 6.3694 -3.1788 -3.3308
H -0.8104 4.5741 0.5615
H 0.3519 5.5500 1.4565
H 0.5947 0.1871 3.2112
H 6.7639 -2.8663 1.6419
H 0.9217 -0.0328 0.9168
H 4.0317 2.7264 -0.3780
H -6.9121 1.5023 -2.2076
H 3.0264 2.8796 -3.5495
H 3.6594 1.1000 4.5013
H 3.1476 4.2892 0.1467
H -2.2890 -2.3600 4.4831
H -2.9128 -2.6212 3.0117
H 4.2114 4.2631 -1.1805
H 0.2888 -5.0256 3.7460
H -6.3180 -0.4584 1.4342
H -4.4912 1.0585 5.4046
H -0.2439 -2.4818 4.3416
H -8.6688 -0.3186 2.4090
H 2.7002 -0.7839 -0.4511
H 4.5336 -2.6453 0.5050
H 1.8090 -1.9015 -3.8570
H 0.8995 2.2011 2.3103
H 1.7558 4.2454 -2.1458
H -1.2186 -4.5383 4.3484
H -1.9555 1.8794 -3.3393
H 4.9333 2.3921 4.0235
H 3.7191 -2.2109 -5.4828
H 3.6606 1.8234 2.0373
H 2.9804 1.3701 -2.2848
H 6.2981 1.8186 1.5335
H -3.6730 -4.1407 -3.7669
H -1.4440 1.5126 0.1683
H -3.4666 0.0674 -4.5422
H -1.1963 5.4898 2.1326
H 1.2816 4.3307 3.9054
H 0.9804 0.8187 -0.6383
H 8.3192 -4.3927 -2.2595
H 0.2786 3.0005 4.5668
H -1.7910 0.3277 1.3650
H -2.6759 0.4012 0.2197
H -0.3379 4.5901 4.5746
H -1.1060 -4.8142 2.6829
H 0.0731 -1.5448 2.3688
H 0.9093 3.0418 -0.1743
H -3.2011 -2.2498 0.7935
H 5.2867 0.5576 4.3787
H -5.7174 2.6749 -0.8423
H -2.2900 -1.0692 3.5728
H 6.0784 0.2175 1.4759
H -5.0670 -2.2542 -3.4432
H 1.3364 -1.5446 -1.6995
H 5.3166 0.9600 0.4464
H 2.7491 -0.1459 2.1557
H 0.0233 1.1816 -6.5145
H 1.7393 1.0345 -8.0925
H -1.8406 -4.3307 -0.0715
H 1.4540 -1.9375 -0.1218
H 1.7679 2.1907 -3.4613
H -1.2237 3.1195 2.6618

Cartesian forces (eV/Å) of the 3 atoms listed first:
O 1.446 0.585 1.576
O -0.027 -0.297 -0.633
O 0.626 -0.232 1.055

Entry 2:
C4H7NO2 | ωB97M-V/def2-TZVPD

The electronic energy comes out at -361.75949 Ha. As for the frontier orbital gap: 8.22 eV. As for the energy above the lowest of the compared OMol25 structures with the same formula, charge and spin: 318.66 kJ/mol. The calculation puts the molar mass at 101.1 u.

Positions of all 14 atoms, in Å:
O 0.2703 0.1478 -1.8719
O -0.3507 1.1572 1.1501
N -2.1246 -0.0526 0.2261
C -0.8683 0.3011 0.3167
C 1.0065 -1.2730 -0.0469
C 0.3705 0.0318 -0.6023
C 0.8763 1.2850 0.2001
H -2.8797 0.3374 0.7747
H 2.0268 -1.3222 -0.4363
H 1.0313 -1.3597 1.0500
H -2.3530 -0.6003 -0.5972
H 0.6811 2.1859 -0.3778
H 0.4488 -2.1213 -0.4574
H 1.8648 1.2828 0.6723

Cartesian forces (eV/Å) of the 3 atoms listed first:
O -0.341 -0.233 -0.530
O 0.387 -0.169 -0.400
N 0.206 0.152 0.023

Entry 3:
C27H42BeIN8O9P | ωB97M-V/def2-TZVPD

The electronic energy comes out at -2823.49821 Ha. As for the frontier orbital gap: 8.75 eV. As for the energy above the lowest of the compared OMol25 structures with the same formula, charge and spin: 11.01 kJ/mol. The calculation puts the molar mass at 789.6 u.

Positions of all 89 atoms, in Å:
I -2.1463 -3.6931 -0.5728
P -0.1738 0.6041 -2.2845
O 5.8178 -0.2808 5.0834
O -0.9623 -1.8195 2.6787
O -3.0066 2.3072 3.5087
O 0.4125 1.9906 0.6239
O 4.4135 0.2984 0.8239
O 0.2273 -0.4223 -1.2581
O 5.9579 0.5056 3.0218
O 2.3376 -0.2446 0.3522
O 0.9169 -2.3717 0.1505
N 2.1800 -1.6783 2.6887
N -1.2321 2.1117 2.1330
N -0.4281 -0.1065 -3.7753
N 1.6661 -4.4533 0.0598
N -1.6058 1.3074 -1.8841
N 1.0072 1.6749 -2.6038
N -0.2754 0.0017 1.5188
N 2.3024 -2.0973 3.9460
C 0.2817 -2.0650 -4.9532
C -1.8339 0.2071 3.4952
C -0.5986 -4.1171 0.8327
C -1.0179 0.2911 4.8161
C 3.2276 -0.9036 2.4750
C 2.3847 3.0238 -3.9382
C -2.1185 1.6201 3.0508
C -4.0555 -0.6609 2.5612
C -3.8235 1.5583 -1.1310
C -2.1752 2.4438 -2.6325
C 0.2943 1.0763 4.7510
C -1.6046 -0.9621 -4.0026
C -3.1488 -0.5254 3.7820
C -0.3077 1.3736 1.3885
C -0.9957 -0.6059 2.5010
C 3.3419 -0.2290 1.1363
C 0.6992 -3.5659 0.3242
C 3.0340 2.8936 -2.5579
C -2.6559 0.5772 -1.1408
C -1.2071 -1.8126 -5.2025
C 0.9228 2.6971 -3.6559
C 3.3943 -1.6094 4.5627
C 4.0477 -0.8254 3.6454
C -3.6843 2.2730 -2.4779
C 0.7772 -0.7325 -4.3880
C 5.3506 -0.1707 3.9728
C 2.3274 1.6959 -1.9234
Be 0.8178 -0.6912 0.2512
H 2.8460 3.7934 -1.9688
H -4.2077 3.2268 -2.5111
H 4.1093 2.7364 -2.6124
H 5.4448 0.4658 2.1597
H -2.3134 0.3107 -0.1433
H 0.1132 2.1483 4.6588
H 0.4048 -2.8565 -4.2106
H -0.8750 -3.5707 1.7290
H -1.8085 -1.6110 -3.1434
H 0.8683 0.9171 5.6642
H 1.5503 -5.4381 0.2045
H -4.9575 -1.2191 2.8165
H -4.3639 0.3211 2.1953
H 1.5744 -2.6813 4.3189
H -1.8444 3.3871 -2.1893
H 0.9183 0.7624 3.9101
H -0.8197 -0.7396 5.1180
H -1.7945 -2.7280 -5.2662
H 0.8192 -2.3484 -5.8567
H 2.8694 0.7677 -2.1198
H -4.0755 1.6376 -3.2763
H 0.3978 3.5897 -3.3010
H -3.7200 2.2703 -0.3091
H 2.8058 2.2840 -4.6238
H -2.9487 -0.3490 -1.6428
H -3.5505 -1.1983 1.7517
H -0.5831 -5.1910 0.9832
H 1.1650 -0.0869 -5.1807
H 2.5042 4.0127 -4.3790
H 0.3993 2.3096 -4.5317
H -1.3438 -1.2441 -6.1256
H -3.6688 0.0237 4.5677
H 2.5626 -4.1037 -0.2392
H -1.8690 2.4323 -3.6793
H -1.6735 0.7333 5.5685
H -2.4917 -0.3558 -4.1953
H -2.8944 -1.5135 4.1621
H -1.2941 3.0877 1.8859
H 3.6541 -1.8292 5.5863
H 1.5696 -0.8775 -3.6523
H 2.2143 1.7940 -0.8507
H -4.7761 1.0416 -1.0255

Cartesian forces (eV/Å) of the 3 atoms listed first:
I 0.028 0.004 0.028
P -0.092 -0.105 -0.553
O -0.047 0.032 -0.123

Entry 4:
C53H47Br2FIN2O4SSbSiY | ωB97M-V/def2-TZVPD

The electronic energy comes out at -8970.30143 Ha. As for the frontier orbital gap: 7.26 eV. As for the charge: +1. As for the energy above the lowest of the compared OMol25 structures with the same formula, charge and spin: 0.00 kJ/mol. The calculation puts the molar mass at 1352.5 u.

Positions of all 114 atoms, in Å:
I -3.1660 -1.0390 3.0330
Sb 3.5489 -3.0741 -0.7048
Y 0.6679 -0.5006 0.2497
Br 3.2665 -0.0844 1.0843
Br 0.8368 0.0119 -2.5286
S 1.2411 -3.0899 -0.6725
Si -0.9949 2.9687 1.2426
F -3.7345 -5.4132 -0.8748
O -2.3980 2.8278 -1.3085
O 0.3206 -1.6593 2.2101
O -1.1700 1.6383 0.1284
O -1.4954 -1.0973 -0.0675
N -0.6355 -3.6816 2.1775
N -4.4950 -0.2928 -2.7265
C 4.6033 -0.9979 -4.3085
C -0.5278 -2.4443 2.6563
C -4.8381 2.6609 3.8937
C 1.3654 1.3888 -1.1724
C 5.3669 -5.2642 -1.7433
C 3.9321 -4.5510 1.8300
C 3.3925 -6.9304 -2.7642
C -3.3050 -1.8628 -1.3357
C -1.6275 5.6644 0.8372
C 0.2882 4.9290 -0.4062
C -1.4603 6.9482 0.3348
C 5.8852 0.1180 -2.6043
C 1.6036 3.2618 2.3906
C -6.6849 -0.9287 -3.6227
C -4.9497 2.5918 2.5107
C 4.4198 -1.6812 -2.0150
C 0.4673 2.4578 2.2690
C -2.4313 -0.8026 -0.8524
C -3.0951 -3.1641 -0.8649
C 5.4718 -4.1662 3.6315
C -3.9080 -4.1599 -1.3193
C -2.5506 2.8740 2.2810
C 5.4314 -2.6624 1.7529
C 4.7277 -7.2912 -2.8624
C 0.4550 6.2070 -0.9114
C -5.9112 1.4519 -3.8343
C 4.0555 -1.8351 -3.3486
C -5.1451 -2.6499 -2.7210
C -0.7588 4.6343 0.4724
C 5.7163 -6.4590 -2.3526
C -3.8192 2.7067 1.7152
C 2.6277 2.9135 3.2567
C -2.0722 1.7555 -0.8601
C 4.0260 -4.9028 -1.6436
C 2.5462 1.7462 4.0016
C -2.4630 2.9521 3.6732
C -4.3194 -1.6021 -2.2658
C -1.4362 -2.0440 3.7824
C -6.2492 -2.3800 -3.7040
C -4.9290 -3.9190 -2.2336
C 1.4440 0.9179 3.8721
C 0.4084 1.2814 3.0235
C -2.7176 0.4995 -1.3193
C 5.3327 -0.7066 -1.6347
C -5.4897 -0.0076 -3.8049
C 4.4141 -3.4169 1.1852
C -0.4214 7.2195 -0.5406
C 4.4563 -4.9194 3.0605
C -3.5935 2.8517 4.4730
C 5.5191 -0.0250 -3.9351
C 5.9615 -3.0454 2.9764
C 3.0377 -5.7334 -2.1546
C -3.7222 0.6738 -2.2481
H -5.9225 2.4647 2.0520
H -7.4156 -0.7040 -4.3988
H -1.3245 -4.3268 2.5230
H -0.9239 -1.3320 4.4214
H -5.5544 -4.7427 -2.5538
H -2.3011 -3.3526 -0.1574
H 2.6244 -7.5800 -3.1634
H -0.0301 -3.9432 1.4049
H -5.8949 -2.5972 -4.7164
H -3.4999 2.9197 5.5493
H 6.7558 -2.4600 3.4206
H -2.4479 5.4673 1.5175
H 3.4970 3.5519 3.3470
H 5.5904 -0.5593 -0.5963
H 5.8868 -4.4563 4.5878
H -3.8938 1.6749 -2.6109
H 1.6754 4.1818 1.8237
H -2.1439 7.7343 0.6282
H 0.9373 2.3096 -1.5648
H -1.4974 3.0914 4.1456
H 5.8008 -1.7708 1.2678
H 2.4500 1.4243 -1.2739
H 1.2690 6.4169 -1.5931
H -7.0843 -3.0534 -3.5122
H -4.9949 -0.2595 -4.7482
H 3.3544 1.4708 4.6663
H 4.0794 -5.7990 3.5658
H -5.1203 2.1215 -4.1679
H -6.2681 1.7800 -2.8564
H 0.9827 4.1503 -0.6993
H -0.4883 0.6690 2.9842
H -5.7206 2.5762 4.5147
H 6.7580 -6.7414 -2.4295
H 5.9488 0.6267 -4.6845
H -0.2901 8.2192 -0.9340
H 6.1445 -4.6204 -1.3452
H 3.1520 -5.1538 1.3765
H -3.9372 2.6832 0.6375
H 6.5964 0.8802 -2.3146
H -7.1556 -0.7197 -2.6573
H 1.9953 -5.4474 -2.0771
H 3.3431 -2.5978 -3.6439
H 4.3139 -1.1069 -5.3452
H -1.7838 -2.8937 4.3613
H -6.7323 1.5506 -4.5426
H 1.3926 -0.0068 4.4325
H 5.0018 -8.2239 -3.3377

Cartesian forces (eV/Å) of the 3 atoms listed first:
I 0.021 0.029 0.002
Sb -0.009 -0.083 0.166
Y 0.423 0.917 -0.248

Entry 5:
C53H48AlBrF4GeN3PS2 | ωB97M-V/def2-TZVPD

The electronic energy comes out at -8643.24526 Ha. As for the frontier orbital gap: 7.11 eV. As for the energy above the lowest of the compared OMol25 structures with the same formula, charge and spin: 107.13 kJ/mol. The calculation puts the molar mass at 1077.6 u.

Positions of all 114 atoms, in Å:
Br 1.4313 1.9922 2.7417
Ge 2.1388 -1.8374 2.8821
S 2.3895 -1.7390 -0.4137
S 0.3064 0.6011 -1.5182
P -1.6322 1.2817 2.1790
Al 0.2286 -0.6308 0.3339
F 1.6457 3.6552 5.3268
F -0.2968 4.7733 6.7275
F -2.8119 4.7165 5.8479
F -3.4997 3.2404 3.7440
N 4.2010 -0.5374 -2.0575
N -1.2214 -1.5498 0.2305
N 2.3824 1.5144 -2.8505
C -4.2869 3.0082 -1.1867
C 0.8540 1.7598 -4.8459
C -1.9137 4.0213 5.1857
C -0.7704 -6.5576 -0.3419
C 2.8473 -0.4262 -1.5204
C -0.5860 4.0702 5.6229
C 5.4347 3.6236 -0.8044
C -2.9485 0.3114 4.5595
C 1.9971 0.4858 -2.0100
C -0.3950 -5.7764 0.7548
C 0.5942 2.5914 -5.9200
C 5.6902 1.2444 -1.0733
C 0.3801 3.3934 4.9234
C -4.5430 -3.1002 -0.3337
C -3.7456 -0.9984 -1.2830
C 4.9014 2.3440 -0.7290
C 0.0778 -0.1461 -6.1458
C -4.1848 1.9983 0.9971
C -0.1257 0.6715 -7.2849
C 3.7025 1.3764 -3.5154
C -3.5349 -0.6689 2.4240
C 0.0796 2.6242 3.8248
C -5.0440 -0.7210 -1.7067
C 6.9960 1.4611 -1.5182
C 0.1122 2.0269 -7.1137
C -2.7695 1.9749 0.9203
C -0.8077 -4.4498 0.8245
C -1.6745 -3.9324 -0.0998
C -4.9166 2.5165 -0.0538
C -2.7927 0.2931 3.1558
C -2.0470 -2.4776 -0.1119
C 7.4894 2.7561 -1.6907
C 4.3287 0.0184 -3.4136
C 2.2441 -3.7737 2.6646
C -4.6358 -1.4551 4.3707
C -3.4709 -2.1691 -0.5852
C -1.6065 -6.0353 -1.3057
C 3.6189 -1.1068 3.9371
C -1.2720 2.4858 3.4593
C 0.5200 0.4085 -4.9501
C -2.2281 3.2201 4.1265
C -3.9020 -0.5081 5.1263
C 1.9918 -0.8796 1.1666
C -2.8819 3.0766 -1.2730
C 6.6993 3.8310 -1.3569
C -6.0743 -1.6284 -1.4419
C -2.1562 2.5441 -0.2218
C 5.2476 -0.2040 -1.1297
C -5.8186 -2.8411 -0.8404
C 0.4944 -1.4239 3.8982
C -4.3717 -1.5554 3.0478
C 1.4765 2.3135 -3.5734
C -2.0945 -4.7390 -1.1291
H 0.4690 -0.4112 4.2955
H 0.2891 -6.1909 1.4894
H 0.5983 -2.0255 4.7540
H 3.2999 -0.1087 4.2743
H -2.4114 0.9827 5.2135
H -1.0945 2.6088 -0.2433
H 1.2473 -4.0745 2.9931
H -2.7142 -4.3870 -1.9052
H -2.4493 3.5174 -2.1659
H 3.5973 1.6275 -4.5478
H -2.9835 -0.2327 -1.5040
H 4.8518 -0.5159 -0.1748
H -4.3902 -3.9790 0.2406
H -5.3283 -2.1307 4.8650
H 2.3209 -4.1245 1.6109
H -5.9691 2.4891 0.0406
H 3.7932 -1.8129 4.7561
H 2.9993 -4.2516 3.3353
H 0.6295 2.4079 -2.8844
H -3.9910 -0.5372 6.2177
H 4.5241 -0.9041 3.3501
H -6.6049 -3.5691 -0.6454
H 5.4015 -0.0074 -3.7014
H -0.0656 2.7259 -7.9066
H 6.1052 -0.8895 -1.2704
H 0.7191 3.6707 -5.7993
H -0.4093 -1.6740 3.4016
H 3.8532 2.1689 -0.6120
H 2.6308 0.0125 1.2688
H 3.9391 -0.7563 -4.1142
H 1.9030 3.2759 -3.8010
H -4.8390 -2.2950 2.4764
H -0.3638 -3.7546 1.5804
H 4.3404 2.0920 -3.0655
H -3.4658 -0.5778 1.3435
H -0.5025 0.2931 -8.2352
H -7.0387 -1.3847 -1.9032
H 4.8752 4.5040 -0.4735
H -0.0689 -1.2087 -6.2195
H 0.7982 -0.2358 -4.0767
H -4.6461 1.6144 1.8757
H 7.6674 0.6100 -1.7576
H 8.4782 2.8907 -1.9803
H -5.2660 0.1829 -2.2678
H 7.1010 4.8170 -1.3713
H -4.9027 3.4767 -1.9611
H -1.9432 -6.6976 -2.0650
H -0.4243 -7.5883 -0.3835

Cartesian forces (eV/Å) of the 3 atoms listed first:
Br 0.843 -0.111 -0.134
Ge -0.093 0.561 -0.508
S 0.438 0.009 -0.122

Entry 6:
C3H4N2O2 | ωB97M-V/def2-TZVPD

The electronic energy comes out at -376.60502 Ha. As for the frontier orbital gap: 8.74 eV. As for the energy above the lowest of the compared OMol25 structures with the same formula, charge and spin: 416.86 kJ/mol. The calculation puts the molar mass at 100.1 u. The SMILES is [H]/N=C(\O)N=C=CO.

Positions of all 11 atoms, in Å:
O -2.2928 1.5744 0.6536
O 1.8600 -1.7710 0.7100
N 0.3428 -0.0771 0.6912
N 1.1421 -0.8774 -1.3212
C -1.3272 1.4808 -0.3623
C -0.4181 0.6652 0.0795
C 1.0927 -0.9823 -0.0599
H -1.1778 2.2893 -1.0690
H 1.6631 -1.5507 1.6323
H -2.7469 0.7327 0.7427
H 1.8620 -1.4841 -1.6969

Cartesian forces (eV/Å) of the 3 atoms listed first:
O -1.315 0.333 -0.289
O -0.086 -0.288 0.127
N 0.367 0.803 -0.426

Q: Which value of electronic energy does entry 5 give?
A: -8643.24526 Ha